(1)
Density functional theory data (ωB97M-V/def2-TZVPD) for a 9-piece molecular cluster, H19O9 overall in a non-equilibrium geometry.

Structure (XYZ):
```
28
Properties=species:S:1:pos:R:3:forces:R:3:mulliken_charge:R:1
H 0.73592 -1.49741 0.77825 0.1 -0.8 0.1 0.25
O -0.80709 1.21183 0.26727 -0.5 -0.4 -0.8 -0.36
H 2.33954 1.40224 -0.48228 0.2 -0.4 0.1 0.24
H -1.47722 2.99263 -2.22654 -0.1 0.0 -0.3 0.33
O 1.71043 1.23657 0.22406 -0.8 -0.1 0.3 -0.67
H -1.40023 -0.25550 3.50009 -0.8 0.1 -0.5 0.27
O 2.96928 -0.25253 -1.93359 -0.1 0.2 0.2 -0.58
O -3.12497 -1.41470 -1.97920 -2.1 1.6 2.4 -0.58
O 3.28903 0.62818 2.25163 0.0 -0.2 -0.1 -0.67
O 0.02203 -1.51064 0.14237 -0.2 1.0 -0.9 -0.58
O -1.12522 -0.86347 2.79446 1.5 0.3 1.9 -0.49
H 3.99035 0.94726 1.67483 0.3 0.0 0.3 0.31
H -1.07610 1.71718 -0.56058 0.5 -0.3 0.1 0.60
O -2.43254 -0.76353 0.83811 -2.0 0.0 -1.3 -0.60
O -1.09586 2.11414 -2.13303 0.0 0.2 0.2 -0.65
H -0.28612 -1.09273 3.23202 0.0 -0.5 -0.5 0.28
H 2.92095 -0.42536 -2.87753 0.2 0.0 0.0 0.29
H -3.27017 -0.90499 0.36254 0.0 0.8 -0.1 0.25
H 3.53027 0.86608 3.14977 0.1 0.1 0.1 0.31
H 3.81708 -0.59469 -1.63584 0.0 -0.1 -0.2 0.30
H -2.13595 -1.66698 0.75512 0.9 -0.2 0.6 0.27
H -3.90834 -1.79282 -2.37043 0.6 -0.5 -0.9 0.30
H 2.12187 0.98416 1.08092 0.2 0.3 -0.6 0.41
H 0.12349 0.84479 0.08883 0.2 0.8 0.3 0.43
H -0.39010 -2.35772 -0.01543 0.7 -0.5 0.4 0.27
H -1.42739 0.41661 0.26139 -0.2 -0.4 0.9 0.45
H -2.26975 -1.55841 -2.28669 1.5 -1.1 -1.6 0.30
H -1.34318 1.58982 -2.90053 -0.1 0.1 0.0 0.31
```
Forces are in eV/Å.

Output
Energy above the lowest of the compared OMol25 structures with the same formula, charge and spin   212.0 kJ/mol
Net charge   +1
E   -18729.48797 eV
LUMO   -2.65 eV
Molar mass   163.14 g/mol

---

(2)
Density functional theory data (ωB97M-V/def2-TZVPD) for C12H25BrFLiMgNNaO9 as an isolated structure in a non-equilibrium geometry.

Structure (XYZ):
```
52
Properties=species:S:1:pos:R:3:forces:R:3:mulliken_charge:R:1
O -3.44803 2.13879 -3.38548 -0.7 -0.6 0.4 -0.31
C 1.71350 -0.38881 2.01551 -0.7 1.6 0.4 0.06
H -6.42570 2.71474 -2.04549 -0.1 0.4 0.3 0.39
H 3.48694 -3.58196 3.28858 0.0 0.0 0.2 0.47
H 4.95191 -0.75919 2.84334 0.2 -0.4 -0.2 0.65
C 1.60532 -2.50827 2.96189 0.2 0.2 1.0 -0.38
O 1.27823 -1.14472 3.17055 -0.5 -0.3 -0.8 -0.57
O 3.67084 -2.06695 1.93324 1.0 -1.3 -0.4 -0.28
H 3.43098 -1.89833 3.91663 -0.3 0.0 0.1 -1.22
O 1.09029 -1.69890 0.10160 -0.1 -0.3 0.0 -0.30
F -6.44402 0.56905 -0.97332 -0.4 -0.3 0.2 -0.36
O 5.64110 0.60693 -0.86876 -0.7 0.5 2.2 -0.42
C 4.96596 -1.59515 2.12758 0.7 -0.4 0.2 0.25
C -2.07539 0.98175 -1.69182 -0.9 0.5 -0.3 -0.47
O 3.70227 2.77058 1.81945 -0.2 -1.0 -0.9 -0.58
H -2.77236 3.05862 -1.64712 -0.2 0.3 0.2 0.36
H 1.70138 0.65013 2.34687 -0.1 0.0 0.0 0.53
H 1.00823 0.34884 0.14883 -0.1 0.1 0.1 0.42
C -2.45661 2.32285 -2.36953 1.0 -0.5 -0.1 -0.51
C -5.61593 0.72471 -2.05598 -0.3 0.3 0.7 0.49
H -1.89797 -0.03803 -3.42357 0.1 -0.1 -0.3 0.24
C -4.62853 2.82561 -3.15040 -0.1 0.9 0.0 0.21
H 0.36936 -2.90716 -1.35589 0.0 0.0 0.0 0.31
H 2.73617 -0.63338 1.78424 -0.5 0.5 -0.3 -0.10
Mg 6.55272 -3.16138 4.29607 0.1 0.0 0.6 0.04
H -3.25857 -0.41382 -2.61442 -0.2 0.0 -0.2 0.19
Na -6.33134 -0.26565 -4.61215 -0.1 0.2 -0.5 0.92
H -1.03386 0.99784 -1.41317 0.3 0.2 0.2 0.19
O 4.61722 0.88620 2.57759 0.1 0.5 0.1 -0.77
H -2.66312 0.93138 -0.78780 -0.1 -0.5 0.5 0.33
H -0.87870 -2.18470 -0.32004 -0.1 0.1 -0.1 0.31
Li 4.09891 -1.40949 5.57860 0.2 0.2 -0.2 0.76
C -5.85152 2.07077 -2.69164 0.5 -1.1 -0.6 -0.37
Br -5.93333 6.29288 -2.53664 -0.6 0.6 0.4 -0.88
O -4.75497 3.98423 -3.32185 1.0 -0.4 -0.8 -0.35
H 4.87103 0.18090 -0.45407 -0.1 -1.3 -1.0 0.41
H -4.61803 0.56995 -1.68852 0.4 0.1 0.0 -0.19
O 4.38324 1.39481 0.40519 -0.1 1.0 -4.3 -0.45
H -0.04923 -1.19386 -1.55404 -0.1 0.0 0.0 0.22
H -1.55482 2.69866 -2.82468 0.1 0.4 -0.5 0.47
N -2.28515 -0.19867 -2.50804 0.4 -0.2 0.2 -0.43
C 3.10912 -2.56551 3.08846 -0.1 -1.2 -0.3 0.93
H 1.12328 -3.10358 3.74266 0.1 0.1 0.1 0.47
H 1.26972 -2.90009 2.00090 0.2 0.2 -0.1 0.12
H -6.44704 1.92782 -3.58899 -0.5 0.3 -0.3 0.23
H 5.65029 -2.37537 2.52008 -0.2 -0.3 -0.7 -0.78
H -0.23729 -0.48857 1.12916 0.0 0.1 0.0 0.31
C 0.81538 -0.50376 0.81336 0.0 -0.1 0.0 -0.57
C 0.07553 -2.00112 -0.82948 0.2 0.0 0.1 -0.75
H 5.34197 -1.21962 1.17845 0.1 0.0 0.1 0.05
H -5.85595 -0.09510 -2.73871 0.2 -0.5 0.3 -0.18
C 4.25660 1.65313 1.66274 0.6 1.5 4.2 0.85
```
Forces are in eV/Å.

Output
E   -115579.40978 eV
LUMO   -3.12 eV
Molar mass   480.47 g/mol

---

In the order shown, the computed frontier orbital gap values come out to 11.49; 2.07 eV.